Entry 1:
Here is a molecular structure, C29H26CsN7O5SSe from the OMol25 dataset. Energies are from ωB97M-V/def2-TZVPD.

Kohn-Sham gap: 5.732 eV
2S+1: 1
HOMO energy: -0.0787 hartree
net charge: -2
largest force on an atom: 0.96 eV/Å
E: -4699.994118 Ha

Structure (XYZ):
```
70
Properties=species:S:1:pos:R:3:forces:R:3
Cs -0.78377 -0.68324 -0.47656 -0.04 -0.14 0.94
C -2.04632 -0.46859 3.05924 0.12 0.08 -0.02
C -1.46796 0.86270 3.40202 -0.04 0.01 0.03
C -2.14020 1.75964 4.23554 0.01 -0.01 -0.01
C -1.61731 3.02236 4.42372 0.00 0.00 0.00
C -0.42767 3.35716 3.79620 0.00 0.02 0.00
C 0.19218 2.39824 3.00347 0.01 0.00 0.00
N -0.31991 1.18521 2.80566 0.01 0.01 -0.02
C 1.49725 2.69725 2.34224 0.01 0.00 0.01
C 2.43226 3.50310 2.98959 -0.03 -0.01 0.01
C 3.63516 3.76005 2.35962 0.02 0.01 -0.01
C 3.86677 3.20706 1.11484 0.01 0.00 0.02
C 2.88004 2.40522 0.54300 0.01 0.00 -0.02
N 1.72021 2.15714 1.14702 -0.02 0.00 -0.02
C 3.12591 1.76672 -0.78269 -0.07 -0.04 -0.01
C 3.84883 2.43282 -1.76364 -0.01 0.05 0.00
C 4.08715 1.78541 -2.96349 0.02 0.00 -0.03
C 3.61712 0.49767 -3.13394 -0.05 0.13 0.12
C 2.88047 -0.08633 -2.10379 0.02 -0.15 -0.21
C 2.24141 -1.43341 -2.27634 0.03 0.26 -0.04
N 2.63047 0.54294 -0.95739 0.06 -0.01 0.00
H -2.74956 -0.84217 3.80136 -0.05 0.06 -0.01
H -1.25951 -1.20667 2.91092 0.00 0.00 0.01
H -2.57435 -0.34080 2.11121 -0.09 -0.19 0.05
H -3.07193 1.46253 4.69855 0.00 0.00 0.00
H -2.13448 3.74624 5.04212 0.00 0.00 0.00
H -0.00226 4.34640 3.89567 0.00 0.00 0.00
H 2.22620 3.88824 3.97865 0.00 0.01 0.00
H 4.39218 4.36610 2.84215 0.00 0.00 0.00
H 4.80778 3.35856 0.60503 0.00 -0.01 -0.01
H 4.17402 3.45252 -1.61061 -0.01 0.00 0.00
H 4.61706 2.29219 -3.75989 -0.01 -0.01 -0.01
H 3.77620 -0.04192 -4.05721 0.01 -0.02 -0.01
H 2.46800 -1.87099 -3.24668 0.03 0.00 0.00
H 1.17341 -1.22930 -2.23282 -0.02 -0.39 -0.19
H 2.52782 -2.13701 -1.49370 -0.03 0.04 0.03
C -5.24449 1.32374 -1.19475 0.00 0.04 0.02
C -4.31356 0.65640 -0.21919 -0.07 -0.07 0.11
N -3.22192 1.21800 0.16634 0.06 0.04 -0.17
O -3.03451 2.46060 -0.49501 -0.08 0.08 -0.02
C -4.64570 -0.67062 0.30570 -0.05 0.05 -0.07
C -6.06525 -1.06020 0.60002 0.05 0.00 0.02
N -3.63909 -1.48242 0.52812 0.06 -0.03 -0.08
O -3.86476 -2.63394 1.05254 -0.02 0.00 0.00
H -4.66179 1.78054 -1.99314 0.00 -0.01 0.00
H -5.80915 2.12519 -0.71135 0.00 0.01 -0.01
H -5.94369 0.60357 -1.61234 0.00 0.00 0.01
H -2.08148 2.59841 -0.48118 0.02 -0.04 0.03
H -6.43362 -0.59948 1.52525 -0.02 -0.01 0.00
H -6.08307 -2.14135 0.73856 -0.01 0.00 -0.01
H -6.75444 -0.78176 -0.20064 -0.01 0.01 0.01
Se 3.99303 -4.58828 0.23309 -0.03 0.24 0.04
C 4.35011 -6.33729 -0.09960 0.07 -0.24 -0.08
N 4.58776 -7.45540 -0.31300 0.00 0.01 0.01
O -0.87128 4.42145 -5.08282 0.00 0.02 0.00
S 0.07391 3.44141 -4.60253 -0.02 -0.03 -0.04
O 1.41078 3.92198 -4.33926 0.02 0.01 0.00
N -0.50835 2.58297 -3.37434 -0.01 -0.01 0.03
C -0.66586 1.29491 -3.68684 0.14 -0.04 0.03
O -1.04762 0.39339 -2.92788 -0.07 0.27 -0.48
C -0.28119 0.97476 -5.11465 0.04 0.02 0.00
C -0.30428 -0.25382 -5.74817 -0.01 0.00 -0.03
C 0.12650 -0.31637 -7.06848 0.00 0.00 0.00
C 0.57118 0.82750 -7.72871 0.00 0.00 0.00
C 0.59786 2.05932 -7.08307 0.01 0.01 0.00
C 0.16554 2.09874 -5.77313 0.01 0.00 0.03
H -0.64880 -1.13027 -5.21446 0.00 0.00 0.00
H 0.12236 -1.26448 -7.59210 0.00 0.00 0.00
H 0.90472 0.75366 -8.75680 0.00 0.00 0.00
H 0.94859 2.95222 -7.58435 0.00 0.00 0.00
```
Forces are in eV/Å.

=====

Entry 2:
Here is 9 unconnected molecules or ions with the total composition C24H38ClO28 at a distorted geometry from the OMol25 dataset. Energies are from ωB97M-V/def2-TZVPD.

Kohn-Sham gap: 7.852 eV
2S+1: 1
HOMO energy: -0.2283 hartree
net charge: -1
largest force on an atom: 5.89 eV/Å
E: -3503.954358 Ha
energy relative to the best compared isomer or geometry (same formula, charge and spin): 515.7 kJ/mol

Structure (XYZ):
```
91
Properties=species:S:1:pos:R:3:forces:R:3
Cl 14.90121 17.15567 -5.83878 -1.76 0.54 4.97
O 15.74024 18.11955 -6.46459 0.53 0.94 -0.21
O 15.16901 15.88285 -6.34633 0.58 -2.41 -1.45
O 15.10420 17.08319 -4.32994 0.47 0.66 -2.48
O 13.49728 17.48278 -5.99052 0.18 0.34 -0.80
C 17.02435 16.70208 2.65245 0.11 -0.40 -0.32
C 16.94675 18.18629 2.31562 -1.12 -1.18 -0.34
O 16.51554 18.74005 3.58331 1.28 -0.34 0.57
C 16.97020 17.89934 4.60150 -0.74 0.05 2.15
O 16.98739 18.13938 5.82018 0.02 -0.59 -4.62
O 17.28103 16.68477 4.04174 0.41 0.91 1.35
H 17.78008 16.12632 2.11814 0.27 0.30 0.16
H 16.09176 16.16386 2.48305 -0.25 0.28 -0.02
H 16.16354 18.25345 1.56052 -0.18 0.67 0.27
H 17.84755 18.59817 1.86064 0.19 0.29 0.77
C 19.88294 11.35582 -4.17821 0.90 -0.34 -0.23
C 20.50954 12.70535 -3.91665 -0.84 0.16 0.99
O 21.70373 12.74542 -4.66714 -0.33 1.66 0.51
C 21.91780 11.58973 -5.24531 1.33 -0.68 -1.76
O 22.86323 11.39337 -5.97788 -1.35 -0.35 1.10
O 20.93099 10.73026 -4.94583 -0.26 -1.13 -0.25
H 18.94428 11.33349 -4.73186 0.17 0.01 0.01
H 19.81315 10.88827 -3.19606 -0.40 -0.62 -0.44
H 20.75551 12.63674 -2.85698 0.21 1.02 -0.01
H 19.81072 13.50624 -4.15815 0.53 0.29 0.07
C 12.48450 17.08705 -12.08986 1.70 1.63 0.20
C 13.72690 16.25842 -12.32257 -1.41 0.59 -0.25
O 13.21005 14.97777 -11.89624 1.89 -0.33 -0.27
C 11.88189 14.99001 -11.88984 -1.95 -2.92 1.69
O 11.16154 14.05158 -11.55933 1.87 2.00 -1.18
O 11.43227 16.19311 -12.18656 -1.47 0.85 -0.40
H 12.45098 17.90217 -12.81274 -0.58 -0.08 0.07
H 12.64751 17.49384 -11.09184 -1.03 0.16 0.25
H 14.49249 16.71742 -11.69705 0.40 -1.02 -0.09
H 13.93249 16.33636 -13.39017 0.58 -0.91 0.04
C 14.72951 23.44493 -3.91202 0.17 -1.53 -0.76
C 16.09832 24.09059 -3.94573 -1.18 -0.32 -0.88
O 15.91138 25.02787 -2.92885 3.08 1.06 0.69
C 14.65708 25.18588 -2.55841 0.17 1.10 0.25
O 14.29783 26.04017 -1.82181 -0.46 0.40 0.68
O 13.90874 24.31692 -3.17609 -1.62 -0.83 -0.47
H 14.82368 22.50571 -3.36694 -0.54 -0.24 -0.33
H 14.33246 23.36039 -4.92361 -0.20 -0.49 0.29
H 16.20378 24.55780 -4.92486 0.52 0.41 0.17
H 16.89653 23.36693 -3.78058 0.06 0.39 0.33
C 10.21197 19.12019 -0.83134 0.52 -0.89 -2.92
C 9.15308 20.00421 -1.46406 1.19 0.33 0.59
O 8.18237 19.95097 -0.43794 -2.56 3.65 -3.29
C 8.50843 19.28016 0.58543 -3.88 -2.92 3.33
O 7.68180 19.00238 1.47188 2.84 0.99 -1.47
O 9.65396 18.70904 0.37217 2.84 -1.08 1.85
H 11.18379 19.61135 -0.88051 0.03 -0.06 1.20
H 10.31014 18.26278 -1.49716 0.25 -0.42 0.41
H 8.81344 19.64528 -2.43561 -0.45 0.04 0.34
H 9.60731 20.99002 -1.56392 -0.76 0.33 -0.07
C 7.10318 15.45910 -5.25661 1.47 1.11 -1.78
O 6.98795 15.10927 -3.89159 0.87 -0.37 -1.13
C 5.85859 15.36663 -3.29494 -1.95 0.35 1.22
O 4.90301 15.97762 -3.72069 0.65 -0.49 0.12
O 5.94486 14.81342 -2.06470 1.71 0.46 -1.90
C 4.87295 14.74114 -1.20556 -0.86 0.01 0.96
H 7.12208 16.52640 -5.47706 -0.85 0.32 0.72
H 6.47901 14.99996 -6.02323 -0.68 -0.38 0.85
H 8.11395 15.26262 -5.61414 0.20 -0.79 0.70
H 5.36866 14.27943 -0.35163 -0.81 -0.19 0.26
H 4.05914 14.15626 -1.63421 0.04 -0.25 0.16
H 4.44883 15.69701 -0.89810 0.23 0.24 -0.18
C 13.40226 11.10075 -1.39981 1.83 1.37 0.27
O 13.56574 9.84298 -0.75611 -0.95 -0.22 -0.35
C 14.54951 9.65384 0.11965 1.07 0.79 0.39
O 15.44711 10.43241 0.44204 -2.11 -1.66 -0.85
O 14.46479 8.40834 0.61189 0.53 -0.36 0.37
C 13.33611 7.52307 0.54851 -0.73 0.11 -0.46
H 12.37720 11.41284 -1.59969 0.03 -0.70 0.29
H 14.01719 11.16926 -2.29717 -0.36 -0.55 -0.37
H 13.92185 11.83194 -0.78054 -0.48 0.29 0.28
H 12.52222 7.87597 1.18186 0.31 -0.04 0.45
H 13.66848 6.51812 0.80874 0.27 0.38 0.49
H 12.83552 7.37239 -0.40795 0.59 0.61 -0.54
C 13.04273 28.30924 -9.16670 -0.16 0.66 0.11
O 13.52027 26.98453 -8.91359 1.54 0.56 -1.12
C 14.67201 26.59441 -9.63582 -3.30 -2.01 0.43
O 15.37564 27.24308 -10.33041 0.50 0.55 0.01
O 14.60642 25.24190 -9.50231 -0.32 0.49 0.21
C 15.22990 24.31461 -10.42475 0.19 1.39 0.79
H 13.66107 29.07596 -8.69989 0.14 -0.14 0.07
H 12.03009 28.40687 -8.77539 0.17 -0.44 0.42
H 12.91558 28.58736 -10.21293 0.52 -0.51 -0.29
H 14.93532 23.33667 -10.04402 0.42 0.12 -0.05
H 16.28471 24.57274 -10.33068 0.18 -0.82 -0.58
H 14.84083 24.44814 -11.43415 0.14 0.14 0.02
```
Forces are in eV/Å.

=====

Entry 3:
Here is 2 unconnected molecules or ions with the total composition C3H10NOS from the OMol25 dataset. Energies are from ωB97M-V/def2-TZVPD.

Kohn-Sham gap: 6.626 eV
2S+1: 1
HOMO energy: -0.1036 hartree
net charge: -1
largest force on an atom: 0.67 eV/Å
E: -648.507741 Ha
energy relative to the best compared isomer or geometry (same formula, charge and spin): 62.5 kJ/mol

Structure (XYZ):
```
16
Properties=species:S:1:pos:R:3:forces:R:3
C 1.14519 -0.32833 1.89633 0.20 0.40 -0.28
N 0.66322 0.87648 1.20394 -0.26 -0.39 -0.23
C 0.55779 0.66315 -0.26368 0.52 0.30 0.14
C -0.60797 1.40315 -0.89820 -0.33 0.14 -0.57
S -1.30991 0.56238 -2.38110 0.25 0.08 0.28
H 1.62595 -0.04932 2.83438 -0.06 -0.08 0.16
H 1.90101 -0.83112 1.28507 -0.07 0.08 0.04
H 0.33949 -1.03997 2.08585 0.01 -0.20 0.05
H -0.29650 1.00428 1.49815 -0.03 0.22 0.19
H 1.50347 0.99509 -0.70396 -0.02 0.01 -0.13
H 0.47758 -0.39134 -0.50824 -0.24 -0.36 0.05
H -0.33242 2.42395 -1.18658 0.14 -0.11 0.14
H -1.41455 1.51375 -0.17302 -0.08 -0.08 0.26
H -1.65920 -1.50144 -1.53394 0.00 -0.24 -0.33
H -0.86520 -2.80990 -1.71717 -0.02 0.16 -0.05
O -1.72796 -2.49080 -1.43783 -0.03 0.07 0.28
```
Forces are in eV/Å.